{
  "formula": "C9H7Cl2MnN3O4S3",
  "method": "the ωB97M-V functional and the def2-TZVPD basis",
  "elements": ["Mn", "Cl", "C", "Cl", "H", "H", "O", "S", "C", "S", "C", "N", "N", "C", "C", "C", "C", "C", "C", "S", "H", "H", "H", "H", "H", "O", "N", "O", "O"],
  "coordinates": [[1.72, -0.26, 3.33], [4.19, 1.31, 4.69], [3.39, 1.14, 6.20], [0.83, -0.80, 5.43], [2.45, 1.67, 6.27], [3.49, 0.15, 6.61], [1.08, 1.22, 3.05], [-1.44, 3.10, -1.50], [-1.04, 1.61, -0.82], [-0.23, 1.39, 0.69], [-0.28, -0.36, 0.48], [-0.88, -0.72, -0.62], [-1.32, 0.40, -1.32], [-1.90, 0.12, -2.59], [-3.04, 0.79, -3.02], [-3.58, 0.49, -4.25], [-3.01, -0.48, -5.06], [-1.88, -1.16, -4.62], [-1.33, -0.86, -3.38], [0.32, -1.52, 1.60], [-3.48, 1.55, -2.38], [-4.47, 1.02, -4.59], [-3.44, -0.71, -6.03], [-1.43, -1.92, -5.24], [-0.46, -1.39, -3.01], [3.65, -0.33, 2.06], [3.96, -1.46, 2.51], [4.94, -2.08, 2.13], [3.19, -1.93, 3.40]],
  "lowdin_charge": [0.25, 0.55, -0.52, -0.15, -0.02, -0.03, -0.68, 0.45, -1.11, 0.99, -1.07, -0.02, -0.18, -0.22, -0.06, -0.10, -0.12, -0.10, -0.02, 0.54, 0.07, 0.09, 0.09, 0.09, 0.11, -0.12, -0.59, 0.00, -0.14],
  "lumo_energy_ev": [4.41, 4.41],
  "de_lowest_kcal_mol": 0.0,
  "total_charge": -2,
  "e_tot_ha": -4078.2912,
  "gap_ev": [6.033, 6.446],
  "multiplicity": 6,
  "homo_ha": [-0.0597, -0.0749]
}